ORCA calculation (ωB97M-V/def2-TZVPD) on the ion C4H9FNO2S with charge +1.

The charge is +1. As for the SMILES: O=S(=O)(F)[NH+]1CCCC1. As for the calculated total energy: -23423.9351 eV. For the energy above the lowest of the compared OMol25 structures with the same formula, charge and spin, the calculation gives 0.000 eV. Its orbital gap is 13.04 eV.

Atoms and positions in Å:
O 1.221 -1.160 1.633
S 1.934 -0.554 0.585
O 2.900 -1.153 -0.241
F 2.480 0.798 1.071
N 0.730 0.119 -0.552
C -0.071 1.332 -0.108
C -1.337 0.772 0.548
C -1.435 -0.706 0.117
C -0.328 -0.925 -0.904
H 1.298 0.353 -1.371
H -0.275 1.891 -1.019
H 0.523 1.946 0.560
H -1.239 0.832 1.630
H -2.199 1.360 0.247
H -2.390 -0.947 -0.345
H -1.300 -1.370 0.967
H -0.637 -0.674 -1.917
H 0.125 -1.914 -0.899

Atoms 1-2, force components in eV/Å:
0.034 0.110 -0.140
-0.082 -0.025 0.027